Record 1
{
  "formula": "C21H42NO3P3Zr",
  "method": "ωB97M-V with the def2-TZVPD basis set",
  "symbols": ["Zr", "P", "P", "P", "O", "O", "O", "N", "C", "C", "C", "C", "C", "C", "C", "C", "C", "C", "C", "C", "C", "C", "C", "C", "C", "C", "C", "C", "C", "H", "H", "H", "H", "H", "H", "H", "H", "H", "H", "H", "H", "H", "H", "H", "H", "H", "H", "H", "H", "H", "H", "H", "H", "H", "H", "H", "H", "H", "H", "H", "H", "H", "H", "H", "H", "H", "H", "H", "H", "H", "H"],
  "coordinates": [[-0.1280, 0.4247, -0.2893], [-0.8337, 2.9768, -0.7502], [-2.0152, -1.4899, -0.2840], [2.4725, -0.2605, -0.2832], [1.5764, 2.4069, 1.7552], [-2.5821, 1.3229, 1.7574], [0.2483, -0.9582, 1.3444], [0.6048, -2.0352, 3.3274], [1.2968, -0.0004, -3.6665], [0.8486, -3.3077, 2.6692], [3.7375, 1.0665, -0.7855], [3.3323, -0.5466, 1.3964], [0.9930, 1.7413, 1.0367], [-1.3811, 0.1064, -3.6374], [-0.0505, 0.3501, 3.4287], [-2.9263, -1.8640, 1.3509], [0.6064, -1.1431, -3.4304], [-1.4467, -3.2957, -0.4560], [0.2638, -0.9019, 2.6039], [-0.7158, -1.0743, -3.6075], [3.2742, -1.8213, -1.0120], [-2.6385, 3.3188, -1.2391], [0.7069, 1.1979, -3.6915], [0.0804, 4.2738, -1.7956], [-1.7545, 1.0052, 1.0408], [0.7174, -1.9979, 4.7870], [-0.6376, 1.1931, -3.8625], [-0.9305, 4.1742, 0.7329], [-3.6457, -1.5242, -1.2585], [-2.3032, -3.9699, -0.4645], [-1.1309, 2.0926, -4.1909], [-0.3314, 5.2694, -1.6308], [3.0270, -1.4977, 1.8319], [0.8343, 0.6248, 4.0388], [-1.4434, 5.0962, 0.4600], [-0.2529, -1.7104, 5.2432], [4.7487, 0.6601, -0.7701], [0.9871, -2.9836, 5.2203], [-1.4700, 3.7371, 1.5714], [4.4157, -0.5794, 1.2821], [2.7255, -2.7057, -0.6875], [-4.3033, -2.3133, -0.8942], [-3.4900, -2.7944, 1.2819], [3.1029, 0.2448, 2.1080], [-0.8134, -3.5715, 0.3872], [-2.2340, -1.9635, 2.1855], [-2.7955, 4.3829, -1.4149], [-0.9040, 0.1339, 4.1036], [-3.6394, -1.0751, 1.5885], [1.5975, -3.2090, 1.8595], [-2.9345, 2.7817, -2.1377], [-0.0022, 4.0725, -2.8621], [1.1357, 4.2935, -1.5217], [-0.1067, -3.6945, 2.2943], [1.0882, -2.1071, -3.4074], [3.2952, -1.8007, -2.1000], [1.2156, -4.0825, 3.3734], [3.7027, 1.9016, -0.0860], [1.3021, 2.0784, -3.8728], [-3.3091, 3.0103, -0.4371], [3.5492, 1.4650, -1.7801], [-1.2652, -1.9924, -3.7318], [-3.4833, -1.7144, -2.3179], [-0.8739, -3.4671, -1.3647], [2.3588, -0.0521, -3.8386], [-4.1635, -0.5713, -1.1474], [-0.3418, 1.2727, 2.9376], [1.5078, -1.2820, 5.0956], [0.0666, 4.4514, 1.0738], [-2.4485, 0.1547, -3.7787], [4.3074, -1.9216, -0.6796]],
  "mulliken_charge": [-1.39, 0.79, 1.17, 1.08, -0.07, -0.07, 1.05, 0.32, -0.39, -0.63, -1.27, -1.36, 0.32, -0.62, -2.02, -1.33, -0.66, -1.17, 0.17, -0.38, -1.25, -1.28, -0.68, -1.18, 0.30, -0.82, -0.42, -1.32, -1.18, 0.52, 0.66, 0.47, 0.30, 0.44, 0.53, 0.32, 0.46, 0.36, 0.38, 0.64, 0.36, 0.47, 0.59, 0.41, 0.12, 0.18, 0.45, 0.48, 0.51, 0.15, 0.34, 0.37, 0.44, 0.23, 0.54, 0.39, 0.47, 0.46, 0.53, 0.46, 0.34, 0.64, 0.37, 0.33, 0.65, 0.43, 0.57, 0.34, 0.51, 0.53, 0.51],
  "energy_ha": -2175.39356,
  "total_charge": 4,
  "de_lowest_kcal_mol": 0.0,
  "orbital_gap_ev": 6.14
}

=====

Record 2
{
  "formula": "C21H42O21",
  "method": "ωB97M-V with the def2-TZVPD basis set",
  "symbols": ["O", "O", "O", "O", "O", "O", "O", "O", "O", "O", "O", "O", "O", "O", "O", "O", "O", "O", "O", "O", "O", "C", "C", "C", "C", "C", "C", "C", "C", "C", "C", "C", "C", "C", "C", "C", "C", "C", "C", "C", "C", "C", "H", "H", "H", "H", "H", "H", "H", "H", "H", "H", "H", "H", "H", "H", "H", "H", "H", "H", "H", "H", "H", "H", "H", "H", "H", "H", "H", "H", "H", "H", "H", "H", "H", "H", "H", "H", "H", "H", "H", "H", "H", "H"],
  "coordinates": [[5.8894, 7.2339, 1.7401], [-0.5294, -4.8819, 7.4923], [-0.8318, -5.2390, 5.2962], [-3.8120, -0.4005, -0.8447], [2.9248, 4.2284, -2.0175], [-4.3918, -3.7893, 1.6348], [4.9962, 4.4205, -2.7179], [-4.3259, -2.6442, 3.5522], [5.5400, 5.2279, 1.0123], [-4.9892, -2.1622, -0.9441], [0.0746, 0.9754, -0.4922], [-0.0781, -6.8568, 6.6098], [-0.2248, -2.0449, -5.4222], [-6.1714, -3.7407, 2.8721], [1.5651, -1.5699, -6.6685], [4.2583, 6.0385, 2.6809], [3.2804, 5.2575, -3.9362], [-3.7863, -1.5802, -2.7713], [0.7125, -0.7854, 0.7215], [1.0916, -0.3826, -4.8207], [2.0928, -0.0038, -0.7379], [0.2456, -7.6185, 5.4510], [-0.5568, -0.9112, 1.3499], [1.5786, 4.6905, -2.0322], [-4.1876, -1.4060, -1.6525], [0.8779, 0.1208, -0.2287], [5.1637, 6.1450, 1.8920], [2.1233, 0.5344, -5.2050], [-2.7044, 0.4139, -1.2049], [2.4627, 1.0683, -1.5955], [3.8377, 4.5838, -2.9242], [-1.5386, -4.0385, 5.0924], [4.7328, 4.0638, 0.9476], [-3.0483, -3.4262, 1.4078], [-5.7194, -3.1908, -1.6414], [-6.8359, -3.4605, 4.0948], [-4.9316, -3.3155, 2.7558], [-0.4860, -5.5890, 6.5279], [-1.1657, -1.6284, -4.4334], [4.1401, 5.3649, -5.0928], [5.5461, 8.3995, 2.5146], [0.8774, -1.3634, -5.7218], [6.4775, 8.9523, 2.4162], [4.9324, 3.6455, -0.0383], [1.6345, 1.4645, -2.1795], [-2.3971, -3.8025, 2.2018], [-1.1139, -3.4790, 4.2518], [-7.3067, -4.3523, 4.5102], [3.6671, 4.2888, 0.9756], [-7.6784, -2.8066, 3.8598], [1.5334, 5.7788, -2.0591], [2.2767, 1.2592, -4.4183], [-6.2205, -3.0124, 4.8666], [-2.6724, -3.8909, 0.5003], [3.2288, 0.6963, -2.2731], [1.0789, 4.3080, -1.1483], [3.5144, 5.7962, -5.8675], [-1.2709, -1.2807, 0.6159], [-2.5402, -4.2544, 4.7176], [2.9176, 1.8778, -1.0253], [4.9878, 3.3227, 1.7039], [-2.9973, 1.1747, -1.9268], [-4.9946, -3.9430, -1.9597], [-0.9598, 0.0238, 1.7413], [1.2539, -7.4594, 5.0778], [-0.4796, -7.3879, 4.6671], [-2.0022, -1.1543, -4.9532], [4.7219, 8.8982, 2.0137], [5.3355, 8.2345, 3.5667], [-2.9360, -2.3456, 1.3854], [0.0570, -8.6531, 5.7264], [-6.2670, -3.6741, -0.8348], [-1.6092, -2.5096, -3.9788], [-1.8576, -0.2113, -1.4719], [1.8969, 1.0083, -6.1615], [1.0752, 4.3169, -2.9258], [-1.5546, -3.3314, 5.9162], [-6.3231, -2.8403, -2.4701], [-2.4079, 0.9349, -0.2977], [-0.4090, -1.6084, 2.1679], [4.4163, 4.3732, -5.4565], [-0.7380, -0.9217, -3.7325], [2.9965, -0.0753, -5.4428], [5.0371, 5.9022, -4.8002]],
  "mulliken_charge": [-0.33, -0.56, -0.31, -0.37, -0.13, -0.34, -0.53, -0.59, -0.30, -0.23, -0.60, -0.34, -0.35, -0.34, -0.56, -0.57, -0.34, -0.57, -0.46, -0.27, -0.41, -0.58, 0.00, -0.75, 0.81, 0.79, 0.78, -0.42, -0.43, -0.58, 0.76, -0.30, -0.61, -0.56, -0.76, -0.72, 0.86, 0.80, -0.43, -0.70, -0.64, 0.68, 0.23, 0.15, 0.21, 0.22, -0.06, 0.26, 0.29, 0.27, 0.35, -0.12, 0.34, 0.37, 0.47, 0.25, 0.25, -0.13, 0.20, 0.26, 0.39, 0.38, 0.32, 0.32, 0.26, 0.28, 0.27, 0.29, 0.30, 0.22, 0.25, 0.22, 0.25, 0.08, 0.35, 0.28, 0.36, 0.36, 0.21, 0.13, 0.29, 0.23, 0.36, 0.30],
  "energy_ha": -2405.40120,
  "smiles": "COC(=O)OC.COC(=O)OC.COC(=O)OC.COC(=O)OC.COC(=O)OC.COC(=O)OC.COC(=O)OC",
  "total_charge": 0,
  "de_lowest_kcal_mol": 35.5,
  "orbital_gap_ev": 10.98
}

=====

Record 3
{
  "formula": "C21H42O21",
  "method": "ωB97M-V with the def2-TZVPD basis set",
  "symbols": ["O", "O", "O", "O", "O", "O", "O", "O", "O", "O", "O", "O", "O", "O", "O", "O", "O", "O", "O", "O", "O", "C", "C", "C", "C", "C", "C", "C", "C", "C", "C", "C", "C", "C", "C", "C", "C", "C", "C", "C", "C", "C", "H", "H", "H", "H", "H", "H", "H", "H", "H", "H", "H", "H", "H", "H", "H", "H", "H", "H", "H", "H", "H", "H", "H", "H", "H", "H", "H", "H", "H", "H", "H", "H", "H", "H", "H", "H", "H", "H", "H", "H", "H", "H"],
  "coordinates": [[-6.0680, 0.2188, -8.7756], [-6.6482, 10.8983, -14.3334], [-4.0563, 0.5440, -9.5823], [-6.7339, 12.7242, -7.7135], [-5.3503, 12.0193, -13.0953], [-9.9952, 5.0715, -8.6884], [-4.2147, -0.1576, -7.3595], [-7.1800, 14.9339, -8.0614], [0.9723, 8.3132, -9.4512], [0.3848, 6.0969, -9.4975], [-10.6505, 8.6494, -11.2624], [-5.2174, 8.1849, -10.5630], [-8.9262, 9.1371, -12.7625], [-10.6676, 2.9270, -8.5700], [-10.7316, 10.2643, -12.7856], [-11.4130, 4.6108, -7.1650], [1.9269, 7.0876, -10.9126], [-3.8808, 6.3420, -9.8532], [-6.2284, 6.4256, -9.7416], [-7.9482, 13.6266, -6.2486], [-4.3763, 10.3397, -14.1288], [-10.7553, 4.0975, -8.2428], [-7.0005, 0.1144, -7.7196], [-0.2632, 8.9293, -9.2702], [-5.6103, 12.6289, -8.5567], [-12.4320, 3.8737, -6.4334], [-11.9706, 10.7512, -12.3116], [-8.1821, 7.9710, -12.4188], [-8.5894, 14.6858, -5.5368], [1.0725, 7.0320, -9.8500], [-7.3047, 13.8721, -7.4269], [-9.8501, 6.3560, -8.2298], [-10.0878, 9.3115, -12.1028], [-6.3634, 5.0329, -9.4533], [-6.9543, 10.0254, -15.4190], [-4.2024, 12.5801, -12.4817], [-4.6703, 1.3396, -10.6124], [-4.7354, 0.2472, -8.4530], [-5.3325, 11.0272, -13.8559], [1.8289, 6.0070, -11.8131], [-4.1388, 9.1025, -10.6738], [-5.0214, 6.9537, -10.0439], [-0.6092, 9.0342, -8.2419], [-7.8066, 15.3973, -5.2739], [-3.2978, 12.1293, -12.8899], [-7.4398, 4.8718, -9.5121], [-3.1856, 8.6373, -10.4226], [-3.8194, 1.3981, -11.2912], [-5.2401, 11.6040, -8.5287], [-11.8727, 3.1684, -5.8186], [-8.5989, 6.9677, -12.3310], [-6.2575, 10.2733, -16.2197], [-5.9937, 12.7126, -9.5736], [-4.7730, 13.2706, -8.2825], [2.4418, 6.2154, -12.6901], [-12.5248, 9.9531, -11.8176], [-7.3420, 7.8759, -13.1068], [-6.9068, 8.9536, -15.2263], [-6.5982, -0.0950, -6.7285], [-4.2464, 12.5148, -11.3945], [-12.5976, 11.0322, -13.1578], [-7.9601, 10.2811, -15.7523], [-5.8884, 4.7830, -8.5047], [-1.1693, 8.5746, -9.7615], [0.8037, 5.7313, -12.0602], [-13.1635, 3.3088, -7.0112], [-9.6528, 6.8808, -9.1645], [-6.0492, 4.3542, -10.2462], [-4.2027, 9.9143, -9.9492], [-5.6605, 1.0483, -10.9626], [-7.7414, 8.0585, -11.4257], [-8.9914, 14.2765, -4.6100], [-10.7407, 6.9232, -7.9589], [-4.1544, 13.6568, -12.6446], [-4.8791, 2.2869, -10.1152], [-0.1140, 9.9601, -9.5916], [-7.6172, 1.0053, -7.6006], [-9.0764, 6.4961, -7.4749], [-12.8982, 4.5822, -5.7486], [-11.8757, 11.5092, -11.5340], [-4.2266, 9.4986, -11.6854], [-9.4492, 15.1315, -6.0370], [2.2975, 5.0869, -11.4640], [-7.6701, -0.7330, -7.8671]],
  "mulliken_charge": [-0.28, -0.26, -0.32, -0.30, -0.29, -0.26, -0.58, -0.56, -0.14, -0.24, -0.57, -0.09, -0.10, -0.59, -0.33, -0.33, -0.17, -0.69, -0.15, -0.29, -0.60, 0.73, -0.68, -0.36, -0.67, -0.66, -0.71, -0.64, -0.63, 0.81, 0.70, -0.47, 0.69, -0.66, -0.69, -0.61, -0.40, 0.77, 0.84, -0.66, 0.37, 0.61, 0.36, 0.30, 0.37, 0.25, -0.38, 0.28, 0.21, 0.29, 0.39, 0.37, 0.30, 0.38, 0.28, 0.32, 0.19, 0.24, 0.35, 0.09, 0.26, 0.22, 0.35, 0.05, 0.34, 0.29, 0.11, 0.23, 0.10, 0.29, 0.21, 0.24, 0.37, 0.33, 0.11, 0.34, 0.22, 0.28, 0.25, 0.29, 0.11, 0.29, 0.35, 0.26],
  "energy_ha": -2404.88159,
  "total_charge": 1,
  "de_lowest_kcal_mol": 50.7,
  "spin_multiplicity": 2,
  "orbital_gap_ev": [8.03, 1.54]
}

=====

Record 4
{
  "formula": "C21H43AuN2OP3",
  "method": "ωB97M-V with the def2-TZVPD basis set",
  "symbols": ["Au", "P", "P", "P", "O", "N", "N", "C", "C", "C", "C", "C", "C", "C", "C", "C", "C", "C", "C", "C", "C", "C", "C", "C", "C", "C", "C", "C", "H", "H", "H", "H", "H", "H", "H", "H", "H", "H", "H", "H", "H", "H", "H", "H", "H", "H", "H", "H", "H", "H", "H", "H", "H", "H", "H", "H", "H", "H", "H", "H", "H", "H", "H", "H", "H", "H", "H", "H", "H", "H", "H"],
  "coordinates": [[-0.1271, -0.5985, -0.2296], [-0.9789, 0.4939, -2.1623], [-2.6536, -1.9957, -0.0686], [0.5023, -1.6740, 1.8365], [3.6168, 1.6176, 0.7688], [-2.8584, 2.1482, 2.6788], [-1.4594, 1.2167, 1.2258], [-2.5559, 1.3636, -2.1805], [-1.9364, 3.1249, 2.3072], [0.6956, -3.4660, 1.5401], [3.6587, 2.4042, -2.7372], [-3.1600, -2.9299, 1.4486], [-2.5644, -3.3448, -1.3413], [5.8197, 1.4277, 0.2404], [3.3340, 2.5953, -1.4178], [-0.5234, -1.5610, 3.3503], [2.1374, -1.0835, 2.3590], [-0.9297, -0.5990, -3.6150], [2.8908, 0.2117, -1.0809], [-1.1013, 2.5278, 1.3932], [3.3065, 1.5452, -0.4661], [-3.9097, 2.2602, 3.7058], [0.1666, 1.8390, -2.5315], [-4.2384, -1.1317, -0.4855], [6.2138, 0.4504, -0.5973], [3.6486, 1.0990, -3.2892], [3.4077, 0.0204, -2.4553], [-2.5124, 1.0051, 2.0267], [5.8578, 2.4738, -0.1142], [3.9561, 3.2833, -3.3513], [-5.0263, -1.4390, 0.2237], [1.7351, 0.2968, -0.3178], [-4.7396, 1.5765, 3.4488], [3.5770, -0.9891, -2.9012], [-3.4585, -2.2027, 2.2235], [-1.9945, 4.1257, 2.6844], [1.0807, 1.4485, -2.9930], [0.1512, -1.8231, 4.1718], [-1.7400, -1.3411, -3.5670], [-3.5258, 1.9684, 4.7037], [-2.7643, 1.8293, -1.2130], [3.1238, -0.7109, -0.5293], [-3.5056, -3.9250, -1.3470], [-4.0151, -3.5942, 1.2287], [-2.3856, -2.8885, -2.3329], [-2.4522, 2.1527, -2.9347], [-0.3321, 2.5448, -3.2075], [3.8753, 0.9638, -4.3628], [6.4365, 0.7597, -1.6273], [3.1741, 3.6158, -1.0928], [-0.1521, -3.8561, 0.9609], [-1.7129, -4.0000, -1.0772], [5.5904, 1.3239, 1.3089], [0.4372, 2.3569, -1.6042], [0.7741, -3.9818, 2.5094], [-0.9047, -0.5472, 3.5010], [-1.0458, 0.0260, -4.5130], [2.8824, -1.7717, 1.9223], [-4.2688, 3.2999, 3.7287], [-0.2899, 2.9779, 0.8743], [-3.3773, 0.6997, -2.4594], [-4.0765, -0.0453, -0.3984], [0.0430, -1.1106, -3.6361], [-1.3508, -2.2748, 3.3101], [-2.3094, -3.5306, 1.8088], [2.1709, -1.1307, 3.4597], [-3.1104, 0.0846, 2.1342], [2.3367, -0.0517, 2.0215], [-4.5502, -1.3820, -1.5137], [1.6326, -3.5686, 0.9782], [6.3639, -0.6100, -0.3316]],
  "mulliken_charge": [0.70, 0.79, 0.70, 0.89, -0.68, 0.15, 0.71, -1.25, -0.68, -1.33, -0.08, -1.33, -1.02, -0.23, -1.03, -1.28, -1.06, -1.30, 1.05, -0.61, 0.42, -0.81, -0.95, -1.23, -0.40, -0.61, -0.53, -0.71, 0.30, 0.52, 0.44, -0.95, 0.32, 0.50, 0.41, 0.44, 0.04, 0.55, 0.32, 0.32, 0.26, 0.52, 0.45, 0.49, 0.19, 0.53, 0.67, 0.49, 0.31, 0.53, 0.23, 0.31, 0.32, 0.15, 0.45, 0.29, 0.47, 0.35, 0.31, 0.41, 0.39, 0.26, 0.32, 0.35, 0.39, 0.53, 0.12, 0.17, 0.48, 0.43, 0.31],
  "energy_ha": -2169.34566,
  "total_charge": 3,
  "de_lowest_kcal_mol": 83.9,
  "spin_multiplicity": 3,
  "orbital_gap_ev": [6.89, 4.35]
}